No. 1
The following is a quantum chemistry calculation of C30H43BrN2P2SSn as an isolated structure, from the OMol25 dataset.

Geometry (Å):
C1 -7.52 -6.19 -0.28
C2 -7.01 -5.51 -1.42
C3 -7.56 -5.78 -2.70
C4 -8.62 -6.69 -2.78
N1 -9.07 -7.29 -1.69
C5 -8.58 -7.08 -0.47
C6 -5.92 -4.60 -1.32
C7 -4.95 -3.87 -1.24
C8 -3.72 -3.22 -1.09
C9 -3.67 -2.19 -0.16
C10 -2.49 -1.49 -0.02
C11 -1.42 -1.87 -0.84
C12 -1.40 -2.98 -1.69
C13 -2.62 -3.63 -1.87
Sn1 -0.46 -0.15 -1.76
P1 -1.35 2.16 -0.88
H1 -7.14 -5.34 -3.61
H2 -7.09 -6.07 0.72
H3 -9.07 -6.94 -3.75
H4 -9.02 -7.63 0.37
H5 -2.75 -4.46 -2.58
H6 -4.56 -1.97 0.44
H7 -0.53 -3.33 -2.25
H8 -2.48 -0.68 0.72
C14 -0.22 3.60 -1.07
C15 -0.74 4.80 -1.87
H9 0.70 3.19 -1.52
H10 0.07 3.91 -0.05
H11 0.04 5.57 -1.91
H12 -0.98 4.54 -2.91
H13 -1.62 5.26 -1.42
C16 -2.64 2.17 -2.21
C17 -4.11 2.01 -1.82
H14 -2.38 1.31 -2.87
H15 -2.48 3.07 -2.82
H16 -4.69 1.81 -2.74
H17 -4.31 1.18 -1.13
H18 -4.52 2.94 -1.39
C18 -2.21 2.35 0.70
C19 -2.77 3.76 0.93
H19 -1.50 2.04 1.48
H20 -3.02 1.61 0.71
H21 -3.36 3.78 1.85
H22 -1.98 4.51 1.03
H23 -3.44 4.08 0.12
Br1 2.11 -0.55 -1.01
P2 0.28 -0.55 -5.46
C20 -0.57 0.97 -4.85
C21 -0.37 2.07 -5.90
H24 -0.16 1.28 -3.86
H25 -1.64 0.75 -4.71
H26 -1.12 2.86 -5.79
H27 0.62 2.52 -5.81
H28 -0.47 1.65 -6.91
C22 1.59 -0.85 -4.24
C23 2.87 -1.45 -4.83
H29 1.15 -1.52 -3.47
H30 1.78 0.12 -3.77
H31 3.70 -1.30 -4.13
H32 2.77 -2.53 -4.99
H33 3.14 -0.99 -5.78
C24 -0.93 -1.86 -4.98
C25 -1.68 -2.22 -6.26
H34 -1.59 -1.48 -4.18
H35 -0.37 -2.71 -4.57
H36 -2.20 -3.18 -6.15
H37 -2.42 -1.45 -6.51
H38 -0.98 -2.31 -7.10
S1 0.03 -0.35 1.65
C26 1.45 0.19 2.33
N2 2.61 -0.56 2.17
C27 3.70 -0.39 2.97
C28 3.72 0.63 3.91
C29 2.64 1.54 3.93
C30 1.55 1.36 3.11
H39 2.64 -1.22 1.39
H40 4.52 -1.10 2.82
H41 4.57 0.73 4.58
H42 2.68 2.39 4.60
H43 0.72 2.06 3.05

Output
Net charge   +2
Kohn-Sham gap (spin up / spin down)   3.473 / 3.489 eV
M   724.32 g mol⁻¹
Energy relative to the best compared isomer or geometry (same formula, charge and spin)   0.0 kJ/mol

***

No. 2
The following is a quantum chemistry calculation of C30H43BrN2P2Sn as an isolated structure, from the OMol25 dataset.

Geometry (Å):
C1 -8.60 -3.92 -1.94
C2 -7.72 -3.31 -2.87
C3 -8.08 -3.33 -4.23
C4 -9.27 -3.96 -4.60
N1 -10.09 -4.54 -3.72
C5 -9.77 -4.52 -2.42
C6 -6.48 -2.73 -2.44
C7 -5.41 -2.32 -2.01
C8 -4.07 -2.06 -1.63
C9 -3.78 -1.13 -0.61
C10 -2.46 -0.73 -0.40
C11 -1.46 -1.32 -1.17
C12 -1.70 -2.42 -2.01
C13 -3.03 -2.71 -2.31
Sn1 0.07 0.15 -1.78
P1 -0.61 2.49 -0.87
H1 -7.43 -2.89 -4.98
H2 -8.36 -3.94 -0.88
H3 -9.56 -4.00 -5.66
H4 -10.46 -5.00 -1.73
H5 -3.29 -3.44 -3.07
H6 -4.60 -0.71 -0.02
H7 -0.90 -2.99 -2.49
H8 -2.24 0.07 0.30
C14 0.77 3.69 -0.70
C15 0.60 4.98 -1.50
H9 1.69 3.16 -0.97
H10 0.87 3.92 0.38
H11 1.52 5.58 -1.44
H12 0.41 4.78 -2.56
H13 -0.22 5.61 -1.11
C16 -1.59 2.81 -2.40
C17 -3.09 3.04 -2.23
H14 -1.49 1.92 -3.06
H15 -1.10 3.62 -2.96
H16 -3.57 2.96 -3.21
H17 -3.54 2.27 -1.58
H18 -3.33 4.04 -1.83
C18 -1.60 2.81 0.63
C19 -1.91 4.29 0.83
H19 -1.01 2.44 1.48
H20 -2.52 2.20 0.59
H21 -2.65 4.40 1.64
H22 -1.02 4.85 1.13
H23 -2.34 4.77 -0.06
Br1 2.21 0.07 -0.32
P2 1.08 -0.25 -5.53
C20 0.48 1.39 -4.96
C21 1.15 2.51 -5.75
H24 0.69 1.50 -3.88
H25 -0.61 1.41 -5.11
H26 0.61 3.45 -5.62
H27 2.19 2.65 -5.41
H28 1.17 2.27 -6.82
C22 2.06 -0.85 -4.10
C23 3.17 -1.76 -4.63
H29 1.39 -1.42 -3.42
H30 2.47 0.00 -3.53
H31 3.94 -1.93 -3.87
H32 2.75 -2.73 -4.92
H33 3.65 -1.32 -5.51
C24 -0.46 -1.26 -5.39
C25 -1.13 -1.31 -6.77
H34 -1.11 -0.82 -4.63
H35 -0.17 -2.26 -5.05
H36 -1.89 -2.09 -6.81
H37 -1.61 -0.35 -7.00
H38 -0.39 -1.51 -7.55
C26 -0.14 -1.70 4.30
C27 -0.93 -0.61 3.92
C28 -0.95 -0.24 2.57
N2 -0.33 -0.95 1.63
C29 0.42 -1.99 1.97
C30 0.57 -2.39 3.32
H39 -0.09 -2.02 5.34
H40 -1.51 -0.03 4.64
H41 -1.50 0.63 2.24
H42 0.94 -2.51 1.16
H43 1.23 -3.22 3.54

Output
Net charge   +4
Kohn-Sham gap (spin up / spin down)   3.791 / 3.620 eV
M   692.25 g mol⁻¹
Energy relative to the best compared isomer or geometry (same formula, charge and spin)   0.0 kJ/mol

***

No. 3
The following is a quantum chemistry calculation of a 5-piece molecular cluster, C30H43ClO8 overall, from the OMol25 dataset.

Geometry (Å):
C1 0.75 3.14 -5.81
C2 1.20 2.35 -5.04
C3 1.72 1.40 -4.06
C4 1.31 1.84 -2.68
C5 2.09 2.74 -1.96
Cl1 3.57 3.34 -2.64
C6 1.75 3.21 -0.71
C7 0.59 2.76 -0.12
C8 -0.19 1.84 -0.78
C9 0.16 1.38 -2.05
C10 -0.75 0.38 -2.70
O1 -0.98 0.37 -3.88
C11 -1.36 -0.60 -1.75
C12 -1.57 -1.92 -2.09
C13 -2.10 -2.78 -1.15
C14 -2.29 -4.25 -1.43
O2 -1.14 -4.98 -1.04
C15 -1.18 -5.58 0.25
C16 -0.10 -5.01 1.16
O3 -0.69 -4.09 2.06
C17 0.26 -3.46 2.90
C18 -0.35 -2.18 3.46
C19 -2.44 -2.30 0.11
C20 -2.25 -0.97 0.46
C21 -1.69 -0.13 -0.49
C22 -1.43 1.29 -0.16
O4 -2.17 1.94 0.54
H1 0.27 3.96 -6.29
H2 2.80 1.36 -4.12
H3 1.36 0.39 -4.28
H4 2.40 3.91 -0.20
H5 0.26 3.11 0.85
H6 -1.33 -2.28 -3.08
H7 -3.19 -4.61 -0.93
H8 -2.43 -4.42 -2.49
H9 -2.14 -5.42 0.75
H10 -1.02 -6.65 0.14
H11 0.37 -5.81 1.74
H12 0.64 -4.52 0.52
H13 1.16 -3.20 2.34
H14 0.52 -4.11 3.73
H15 -0.29 -1.38 2.73
H16 -1.38 -2.34 3.77
H17 0.22 -1.87 4.33
H18 -2.84 -2.98 0.85
H19 -2.52 -0.62 1.44
C23 -1.95 1.81 5.86
C24 -1.98 0.31 6.06
O5 -0.72 -0.18 6.52
H20 -1.17 2.08 5.14
H21 -2.90 2.18 5.48
H22 -1.72 2.32 6.79
H23 -2.18 -0.20 5.12
H24 -2.76 0.03 6.77
H25 -0.53 0.25 7.36
C25 4.90 -2.83 -4.41
C26 4.87 -1.37 -3.99
O6 3.57 -0.98 -3.53
H26 4.16 -3.02 -5.20
H27 5.89 -3.11 -4.79
H28 4.66 -3.48 -3.57
H29 5.09 -0.73 -4.84
H30 5.61 -1.18 -3.21
H31 3.36 -1.54 -2.77
C27 -5.16 2.86 -2.44
C28 -5.90 1.89 -1.55
O7 -5.12 0.73 -1.27
H32 -4.88 2.38 -3.38
H33 -5.77 3.74 -2.67
H34 -4.24 3.21 -1.96
H35 -6.81 1.53 -2.04
H36 -6.19 2.37 -0.61
H37 -4.31 1.00 -0.82
C29 4.66 4.28 3.69
C30 3.97 3.74 2.45
O8 3.46 4.79 1.63
H38 3.98 4.90 4.27
H39 5.02 3.47 4.32
H40 5.51 4.90 3.41
H41 3.11 3.13 2.73
H42 4.65 3.11 1.87
H43 4.21 5.33 1.35

Output
Net charge   0
Kohn-Sham gap   8.646 eV
M   567.12 g mol⁻¹

***

The calculation returns the following F_max values, one per record and in order: 3.83; 4.68; 0.64 eV/Å.